# 1
{
  "formula": "C60H58N11O4P2ReS2",
  "method": "ωB97M-V with the def2-TZVPD basis set",
  "charge": 3,
  "multiplicity": 2,
  "de_lowest_kcal_mol": 5.3,
  "orbital_gap_ev": [2.50, 2.46],
  "elements": ["Re", "N", "C", "C", "C", "C", "C", "C", "S", "O", "O", "N", "C", "N", "C", "C", "C", "N", "H", "H", "H", "H", "H", "H", "H", "H", "H", "C", "O", "C", "C", "C", "C", "C", "C", "C", "N", "C", "C", "N", "C", "C", "C", "C", "N", "C", "C", "N", "C", "C", "C", "C", "H", "H", "H", "H", "H", "H", "H", "H", "H", "H", "H", "H", "H", "H", "C", "S", "C", "C", "C", "N", "P", "C", "C", "C", "C", "C", "C", "C", "C", "C", "C", "C", "C", "P", "C", "C", "C", "C", "C", "C", "C", "C", "C", "C", "C", "C", "H", "H", "H", "H", "H", "H", "H", "H", "H", "H", "H", "H", "H", "H", "H", "H", "H", "H", "H", "H", "H", "H", "H", "H", "H", "H", "H", "H", "H", "C", "N", "C", "N", "O", "H", "H", "H", "H", "H", "H"],
  "coordinates": [[0.10806, 0.33478, 0.61552], [6.99666, 5.49784, 2.37892], [6.08101, 4.55171, 2.11489], [6.41606, 3.18348, 2.14713], [5.46002, 2.22661, 1.91234], [4.15352, 2.59664, 1.61195], [3.80090, 3.93892, 1.56516], [4.75119, 4.90320, 1.80972], [2.99648, 1.29204, 1.38035], [1.62345, 1.83481, 1.32527], [3.20100, 0.24548, 2.34070], [3.40895, 0.64470, -0.07053], [3.05404, -0.47098, -0.56567], [1.74131, -0.97977, -0.52108], [1.62636, -2.41249, -0.53852], [1.84664, -3.01708, -1.70681], [2.32353, -2.06611, -2.79410], [3.69008, -1.76176, -2.56834], [7.92288, 5.25270, 2.68181], [6.73164, 6.46591, 2.41899], [7.42647, 2.88974, 2.38369], [5.69385, 1.17733, 1.97160], [2.78191, 4.22207, 1.35472], [4.46948, 5.94493, 1.79477], [1.36887, -2.88696, 0.39565], [1.80146, -4.08101, -1.87420], [4.11423, -1.27416, -3.34643], [-9.87582, -6.27720, 7.44309], [-8.59636, -5.77848, 7.78313], [-7.80090, -5.20861, 6.89395], [-6.56618, -4.74679, 7.40146], [-5.65917, -4.14093, 6.58110], [-5.92517, -3.97201, 5.20961], [-7.15701, -4.42006, 4.70758], [-8.08132, -5.02625, 5.52676], [-4.90369, -3.35908, 4.40607], [-3.75975, -2.90593, 4.89305], [-3.06788, -2.41096, 3.85160], [-3.80992, -2.55935, 2.66261], [-4.96767, -3.16760, 3.04581], [-3.33488, -2.11077, 1.40745], [-4.00299, -2.26921, 0.18635], [-3.38425, -1.81502, -0.95539], [-2.14775, -1.18794, -0.87313], [-1.50716, -0.95560, 0.27065], [-2.07434, -1.45266, 1.40757], [-1.31759, -1.29585, 2.60777], [-0.11990, -0.66360, 2.48005], [0.63534, -0.54887, 3.56243], [0.26023, -1.03801, 4.81516], [-0.95906, -1.66190, 4.96990], [-1.78045, -1.79897, 3.84573], [-10.27951, -6.68811, 8.36889], [-9.80706, -7.07150, 6.69299], [-10.52795, -5.47323, 7.08674], [-6.37067, -4.89547, 8.45048], [-4.71750, -3.78644, 6.96168], [-7.40436, -4.29669, 3.66442], [-9.01726, -5.36457, 5.10993], [-5.72711, -3.44502, 2.44708], [-4.96505, -2.75189, 0.14169], [-3.85010, -1.94201, -1.91656], [-1.66234, -0.85322, -1.77513], [1.60147, -0.08008, 3.44128], [0.93255, -0.91723, 5.65051], [-1.28646, -2.06044, 5.91697], [0.11371, 1.35079, -7.37576], [1.26827, 2.68761, -6.97897], [1.35085, 2.54840, -5.16421], [2.33846, 1.47644, -4.71823], [2.48419, 1.44788, -3.19474], [1.30321, 0.87098, -2.56835], [0.97422, -0.74892, -2.28248], [2.12232, -2.47951, -4.22907], [3.20476, -2.88029, -5.00544], [3.05011, -3.12655, -6.35787], [1.80614, -3.01085, -6.95072], [0.70817, -2.68237, -6.16938], [0.86732, -2.40100, -4.82281], [4.17328, -1.28575, -1.29889], [5.37339, -0.41958, -1.46864], [6.28515, -0.24839, -0.48146], [6.22590, -1.00696, 0.70057], [5.32986, -2.06873, 0.76594], [4.39607, -2.28620, -0.20735], [0.12421, 1.60980, -1.49465], [-1.44267, 1.42361, -2.40683], [-2.59433, 1.80317, -1.71508], [-3.83923, 1.63250, -2.29248], [-3.94875, 1.07596, -3.55877], [-2.80997, 0.68077, -4.24061], [-1.55958, 0.85076, -3.66744], [0.48437, 3.37614, -1.68775], [-0.39799, 4.23950, -2.33336], [-0.05164, 5.56560, -2.52592], [1.17286, 6.04034, -2.08260], [2.04639, 5.18992, -1.42057], [1.70158, 3.86511, -1.21343], [-0.00707, 1.36201, -8.45436], [-0.84295, 1.54466, -6.89821], [0.52262, 0.39380, -7.06287], [0.34662, 2.35998, -4.78929], [1.67232, 3.53037, -4.81788], [3.31167, 1.69242, -5.16285], [2.01544, 0.48660, -5.05875], [2.62182, 2.46482, -2.82215], [3.37373, 0.87875, -2.91288], [4.17221, -3.02328, -4.55464], [3.90910, -3.40095, -6.94711], [1.68910, -3.19115, -8.00761], [-0.27203, -2.63899, -6.61785], [0.01244, -2.12993, -4.21029], [5.48441, 0.10446, -2.40477], [7.11538, 0.42368, -0.63171], [6.93972, -0.85798, 1.49314], [5.42031, -2.78083, 1.56978], [3.79118, -3.17375, -0.17569], [-2.49623, 2.20559, -0.71489], [-4.72965, 1.92169, -1.75730], [-4.91932, 0.93509, -4.00809], [-2.90115, 0.22643, -5.21499], [-0.67658, 0.50637, -4.18915], [-1.35338, 3.88257, -2.68630], [-0.73681, 6.22680, -3.03379], [1.44716, 7.06943, -2.25715], [3.00163, 5.55620, -1.07426], [2.37102, 3.20243, -0.68003], [-0.28248, 4.18168, 2.21087], [-1.29053, 3.47657, 2.97121], [-1.75417, 2.28208, 2.58944], [-2.61396, 1.66154, 3.43664], [-1.45348, 1.77248, 1.49215], [-0.23190, 5.21072, 2.55132], [-0.54898, 4.15424, 1.15426], [0.68696, 3.69604, 2.33651], [-1.55333, 3.85522, 3.86711], [-3.01724, 2.15137, 4.21773], [-3.08925, 0.83560, 3.11319]],
  "mulliken_spin": [0.79, 0.00, 0.00, 0.00, 0.00, 0.01, 0.00, 0.00, -0.01, 0.04, 0.01, 0.01, -0.06, 0.05, 0.01, -0.01, 0.00, 0.00, 0.00, 0.00, 0.00, 0.00, 0.00, 0.00, 0.00, 0.00, 0.00, 0.00, 0.00, 0.00, 0.00, 0.00, 0.00, 0.00, 0.00, 0.00, 0.00, 0.00, 0.00, 0.00, -0.01, 0.03, -0.02, 0.06, 0.00, 0.02, 0.02, 0.00, 0.00, 0.00, 0.00, 0.00, 0.00, 0.00, 0.00, 0.00, 0.00, 0.00, 0.00, 0.00, 0.00, 0.00, 0.02, -0.01, 0.00, 0.00, 0.00, 0.00, 0.00, 0.00, 0.00, -0.01, 0.01, 0.00, 0.00, 0.00, 0.00, 0.00, 0.00, 0.00, 0.00, 0.00, 0.00, 0.00, 0.00, 0.03, 0.01, -0.02, 0.00, 0.00, 0.00, 0.00, -0.01, 0.00, 0.00, 0.00, 0.00, 0.00, 0.00, 0.00, 0.00, 0.00, 0.00, 0.00, 0.00, 0.00, 0.00, 0.00, 0.00, 0.00, 0.00, 0.00, 0.00, 0.00, 0.00, 0.00, 0.00, 0.00, 0.00, 0.00, 0.00, 0.00, 0.00, 0.00, 0.00, 0.00, 0.00, 0.00, 0.00, 0.01, 0.00, 0.02, 0.00, 0.00, 0.00, 0.00, 0.00, 0.00]
}

# 2
{
  "formula": "C5H8N",
  "method": "ωB97M-V with the def2-TZVPD basis set",
  "charge": 1,
  "multiplicity": 1,
  "smiles": "C=C1[C@H](C)[N+]1=C",
  "de_lowest_kcal_mol": 100.5,
  "orbital_gap_ev": 9.64,
  "elements": ["C", "C", "C", "C", "C", "N", "H", "H", "H", "H", "H", "H", "H", "H"],
  "coordinates": [[-1.03949, -0.40481, -0.26132], [-2.12367, -1.08890, 0.05378], [-0.48713, 2.01281, 0.15523], [0.48209, -0.25467, -0.70493], [1.62999, -0.55299, 0.19163], [-0.38224, 0.82154, -0.25644], [-3.00542, -0.49283, 0.42414], [-2.07409, -2.08389, -0.21157], [0.37105, 2.84287, 0.01138], [-1.34263, 2.47769, 0.48659], [0.83380, -0.50709, -1.77564], [2.34476, 0.14732, 0.11112], [1.94890, -1.57968, 0.12701], [1.19794, -0.56768, 1.16460]],
  "nbo_charge": [0.13, -0.29, 0.12, -0.04, -0.63, -0.27, 0.25, 0.25, 0.24, 0.23, 0.28, 0.23, 0.26, 0.22]
}

# 3
{
  "formula": "C7H16NO3P",
  "method": "ωB97M-V with the def2-TZVPD basis set",
  "multiplicity": 1,
  "smiles": "CC(C)CCCOC(=O)P(N)O",
  "de_lowest_kcal_mol": 52.0,
  "orbital_gap_ev": 9.37,
  "elements": ["C", "C", "C", "C", "C", "C", "O", "C", "O", "P", "N", "O", "H", "H", "H", "H", "H", "H", "H", "H", "H", "H", "H", "H", "H", "H", "H", "H"],
  "coordinates": [[1.40520, 1.82723, 1.14776], [2.20009, 0.70833, 0.28905], [2.48024, 1.17557, -1.21935], [1.53557, -0.74374, 0.42453], [0.66684, -1.19025, -0.87380], [-0.40795, -2.27667, -0.39285], [-1.78920, -1.84823, -0.48700], [-2.34347, -1.50590, 0.77041], [-2.24698, -2.15742, 1.81518], [-3.41009, 0.09655, 0.89126], [-4.25337, 0.34161, -0.65842], [-2.40064, 1.46177, 1.13437], [0.35580, 1.91671, 0.71730], [1.89707, 2.85374, 0.98683], [1.39223, 1.56951, 2.26146], [3.23680, 0.64059, 0.78538], [3.00569, 2.19813, -1.20589], [3.24433, 0.46174, -1.69119], [1.53965, 1.29873, -1.84211], [2.35186, -1.50871, 0.66393], [0.78793, -0.70229, 1.29671], [0.18995, -0.31265, -1.40819], [1.41700, -1.74618, -1.54400], [-0.08957, -2.65434, 0.62761], [-0.30363, -3.17455, -1.10428], [-3.62749, 0.81514, -1.32433], [-5.09850, 0.89888, -0.47640], [-1.73538, 1.55671, 0.41602]],
  "nbo_charge": [-0.61, -0.21, -0.63, -0.41, -0.44, -0.09, -0.54, 0.52, -0.53, 1.09, -1.13, -0.95, 0.18, 0.21, 0.22, 0.20, 0.22, 0.22, 0.20, 0.22, 0.21, 0.21, 0.22, 0.21, 0.19, 0.37, 0.40, 0.47]
}

Q: What is the multiplicity in the first record?
A: 2